Entry 1:
{"formula": "C5H9N3S", "method": "ωB97M-V/def2-TZVPD", "smiles": "CCn1[nH]c(=S)cc1N", "de_lowest_kj_mol": 164.7, "mol_weight_g_mol": 143.2, "gap_ev": 8.2, "lumo_energy_ha": 0.021, "species": ["C", "C", "N", "N", "C", "S", "C", "C", "N", "H", "H", "H", "H", "H", "H", "H", "H", "H"], "xyz": [[-1.172, 1.480, 0.824], [-1.185, 0.926, -0.553], [0.066, 0.143, -0.999], [1.286, 0.753, -0.708], [2.135, -0.052, -0.028], [3.718, 0.315, 0.245], [1.466, -1.368, 0.229], [0.205, -1.297, -0.207], [-0.872, -2.115, -0.119], [-1.953, 2.286, 0.996], [-1.521, 0.733, 1.451], [-0.181, 1.789, 1.191], [-2.166, 0.397, -0.634], [-1.220, 1.734, -1.182], [1.333, 1.778, -0.786], [2.050, -2.058, 0.848], [-0.497, -2.977, 0.276], [-1.490, -2.468, -0.847]], "forces_ev_per_angstrom": [[-0.080, 1.627, 0.933], [0.615, -1.357, 0.505], [-2.380, -3.660, 2.094], [-0.708, 0.036, 0.606], [-0.062, -0.658, -0.436], [0.237, 0.137, 0.356], [0.927, 1.811, 0.477], [0.307, 4.310, -2.840], [-0.196, -1.969, 0.863], [1.159, -0.552, -0.611], [-0.337, -1.645, 1.687], [-0.387, 0.170, -0.218], [1.272, -0.311, -0.601], [-0.135, 1.799, -2.126], [0.365, -1.029, -0.044], [-0.697, -0.087, -0.548], [-0.366, 0.118, 0.381], [0.465, 1.260, -0.479]]}

***

Entry 2:
{"formula": "C4H24MgO12Pt", "method": "ωB97M-V/def2-TZVPD", "s_squared": 2.021, "multiplicity": 3, "mol_weight_g_mol": 483.6, "gap_ev": [6.1, 6.0], "lumo_energy_ha": [-0.075, -0.072], "species": ["Pt", "Mg", "O", "C", "C", "O", "H", "H", "H", "H", "O", "C", "C", "O", "H", "H", "H", "H", "O", "H", "H", "O", "H", "H", "O", "H", "H", "O", "H", "H", "O", "H", "H", "O", "H", "H", "O", "H", "H", "O", "H", "H"], "xyz": [[-22.827, -7.210, -2.518], [-22.840, -8.089, 1.015], [-22.290, -6.759, 2.399], [-22.026, -5.603, 1.646], [-22.468, -5.531, 0.162], [-22.477, -6.807, -0.462], [-20.945, -5.397, 1.625], [-22.376, -4.688, 2.138], [-21.836, -4.844, -0.415], [-23.454, -5.052, 0.048], [-21.760, -9.639, 0.862], [-21.105, -10.138, 1.977], [-19.574, -10.106, 1.894], [-18.957, -10.359, 0.705], [-21.373, -11.185, 2.208], [-21.397, -9.614, 2.899], [-19.184, -10.862, 2.599], [-19.160, -9.190, 2.351], [-23.632, -2.585, 3.127], [-23.617, -2.065, 3.938], [-23.180, -3.404, 3.357], [-21.146, -3.081, -2.661], [-21.296, -2.337, -2.065], [-20.315, -2.867, -3.104], [-20.816, -7.807, 4.690], [-19.921, -7.646, 4.374], [-21.391, -7.481, 3.967], [-24.561, -6.990, 4.176], [-23.876, -6.949, 3.477], [-24.212, -6.445, 4.888], [-20.924, -5.966, -2.868], [-20.394, -6.343, -3.585], [-20.777, -5.005, -2.896], [-19.373, -7.703, -0.738], [-19.794, -7.113, -1.375], [-18.887, -7.116, -0.148], [-18.942, -3.591, 1.001], [-18.159, -3.711, 1.549], [-19.679, -3.760, 1.601], [-20.179, -4.471, 4.351], [-19.595, -5.028, 4.878], [-20.938, -5.040, 4.157]], "forces_ev_per_angstrom": [[0.408, 0.763, 1.288], [2.000, -0.215, 0.140], [-1.081, -0.209, -1.135], [1.283, 0.585, 0.131], [-0.963, 0.614, -0.805], [-0.683, -0.869, -0.049], [0.186, -0.559, 0.005], [-0.583, -0.014, -0.098], [0.437, -0.145, 0.361], [-0.167, -0.317, 0.357], [-0.781, 0.374, 0.114], [-0.337, -0.539, 0.117], [0.221, 0.364, 0.164], [-0.320, -0.110, 0.260], [-0.168, -0.057, -0.421], [0.315, 0.121, 0.145], [0.086, -0.213, -0.019], [-0.003, 0.277, -0.258], [0.023, 0.058, 0.099], [0.000, -0.038, -0.098], [-0.057, 0.046, 0.037], [0.338, -0.063, -0.279], [-0.029, -0.203, 0.083], [-0.111, 0.198, 0.077], [-0.127, 0.352, -0.061], [-0.068, -0.127, -0.074], [0.221, -0.071, -0.009], [0.068, -0.052, -0.367], [0.051, 0.262, 0.384], [0.021, -0.080, -0.007], [0.492, -0.394, -0.607], [-0.056, 0.091, 0.185], [-0.595, 0.121, 0.305], [0.197, 0.169, -0.114], [-0.114, 0.023, 0.238], [-0.058, -0.061, -0.053], [-0.049, -0.068, 0.003], [-0.088, 0.033, -0.012], [0.137, 0.048, 0.055], [-0.111, -0.043, -0.191], [-0.144, 0.022, 0.014], [0.210, -0.075, 0.092]]}

***

Entry 3:
{"formula": "C32H45F9MgN3OP", "method": "ωB97M-V/def2-TZVPD", "de_lowest_kj_mol": 61.1, "mol_weight_g_mol": 714.0, "gap_ev": 6.8, "lumo_energy_ha": 0.009, "species": ["Mg", "C", "C", "C", "P", "C", "C", "C", "C", "C", "C", "C", "C", "C", "C", "N", "C", "C", "C", "C", "C", "C", "C", "C", "C", "H", "H", "H", "H", "H", "H", "H", "H", "H", "H", "H", "H", "H", "H", "H", "H", "H", "H", "H", "H", "H", "H", "H", "H", "H", "H", "H", "H", "H", "H", "H", "F", "C", "F", "F", "C", "O", "C", "F", "F", "F", "C", "F", "F", "F", "C", "C", "N", "C", "C", "C", "C", "N", "H", "H", "H", "H", "H", "H", "H", "H", "H", "H", "H", "H", "H", "H"], "xyz": [[0.731, -0.840, -0.515], [-2.330, -0.076, 1.743], [-1.266, -0.300, 2.820], [-1.162, 0.889, 3.774], [0.354, -0.807, 2.060], [0.955, -2.071, 3.273], [0.960, -1.772, 4.773], [2.275, -2.706, 2.849], [1.386, 0.695, 1.983], [2.317, 1.046, 2.963], [3.097, 2.187, 2.876], [4.095, 2.544, 3.945], [2.919, 2.998, 1.754], [2.019, 2.676, 0.761], [1.230, 1.515, 0.831], [0.382, 1.117, -0.192], [-0.243, 2.045, -1.035], [-0.954, 3.161, -0.526], [-1.003, 3.476, 0.943], [-1.667, 3.991, -1.383], [-1.740, 3.774, -2.751], [-2.518, 4.688, -3.659], [-1.051, 2.678, -3.243], [-0.303, 1.828, -2.433], [0.450, 0.745, -3.174], [-3.272, 0.240, 2.199], [-2.516, -0.993, 1.179], [-2.017, 0.686, 1.029], [-1.560, -1.180, 3.405], [-0.828, 1.787, 3.257], [-0.450, 0.710, 4.579], [-2.138, 1.095, 4.221], [0.164, -2.816, 3.110], [1.805, -1.147, 5.058], [1.065, -2.712, 5.321], [0.045, -1.292, 5.116], [3.115, -2.080, 3.144], [2.341, -2.855, 1.771], [2.395, -3.676, 3.338], [2.434, 0.409, 3.830], [4.186, 1.745, 4.680], [3.807, 3.454, 4.478], [5.086, 2.716, 3.520], [3.520, 3.896, 1.649], [1.928, 3.309, -0.115], [-1.012, 2.567, 1.538], [-1.899, 4.052, 1.176], [-0.135, 4.053, 1.272], [-2.202, 4.832, -0.952], [-3.079, 5.425, -3.084], [-3.229, 4.133, -4.274], [-1.858, 5.232, -4.339], [-1.068, 2.478, -4.312], [-0.228, 0.145, -3.787], [1.021, 0.051, -2.567], [1.179, 1.194, -3.851], [3.200, -3.648, -2.309], [3.882, -2.519, -2.513], [3.383, -1.951, -3.621], [5.151, -2.859, -2.767], [3.716, -1.552, -1.295], [2.424, -1.535, -0.937], [4.232, -0.128, -1.702], [3.327, 0.512, -2.445], [5.371, -0.168, -2.407], [4.450, 0.628, -0.621], [4.614, -2.052, -0.124], [4.394, -3.353, 0.122], [5.924, -1.904, -0.368], [4.343, -1.382, 0.995], [-3.534, -0.343, -3.303], [-3.764, -0.620, -1.821], [-3.344, -1.953, -1.383], [-4.400, -2.934, -1.146], [-4.997, -3.496, -2.428], [-2.033, -2.219, -1.199], [-1.625, -3.581, -0.709], [-1.094, -1.350, -1.402], [-3.807, 0.687, -3.533], [-4.132, -1.010, -3.923], [-2.488, -0.476, -3.582], [-4.826, -0.535, -1.588], [-3.259, 0.131, -1.205], [-5.174, -2.446, -0.550], [-4.007, -3.738, -0.530], [-5.464, -2.711, -3.024], [-5.763, -4.237, -2.195], [-4.229, -3.973, -3.038], [-2.030, -4.374, -1.338], [-1.974, -3.744, 0.312], [-0.541, -3.648, -0.722], [-1.456, -0.455, -1.725]], "forces_ev_per_angstrom": [[-0.081, -0.200, -0.044], [-0.036, 0.016, -0.019], [-0.022, 0.000, 0.008], [0.026, 0.006, 0.008], [0.089, 0.071, -0.107], [-0.062, -0.058, 0.076], [0.015, 0.049, -0.017], [0.036, -0.001, -0.068], [0.007, 0.015, 0.033], [0.013, -0.030, 0.005], [-0.025, 0.002, -0.009], [0.042, -0.007, 0.026], [0.010, -0.001, -0.012], [0.015, -0.012, 0.012], [-0.042, 0.020, 0.013], [0.063, 0.012, 0.034], [-0.010, -0.039, -0.003], [-0.005, 0.026, -0.006], [-0.002, -0.003, 0.024], [0.000, -0.004, 0.001], [0.015, -0.015, 0.023], [-0.029, 0.010, -0.014], [-0.012, 0.002, 0.006], [0.012, 0.024, -0.046], [-0.020, -0.097, 0.006], [0.011, 0.003, -0.004], [0.001, -0.003, 0.020], [0.005, 0.019, 0.006], [-0.013, -0.003, -0.022], [-0.012, -0.041, 0.035], [0.012, -0.009, 0.005], [0.003, -0.002, -0.006], [0.027, -0.027, -0.024], [-0.015, 0.059, -0.001], [-0.001, -0.003, -0.012], [-0.015, -0.016, -0.001], [0.057, 0.058, -0.020], [-0.049, -0.025, 0.017], [0.013, 0.019, 0.007], [0.002, -0.027, 0.013], [-0.012, 0.004, -0.005], [-0.011, 0.001, -0.011], [-0.012, 0.000, -0.004], [-0.006, -0.003, 0.002], [-0.008, -0.005, -0.003], [-0.014, 0.022, -0.048], [-0.005, -0.002, -0.006], [-0.002, -0.012, -0.012], [0.002, -0.007, -0.006], [0.005, -0.006, -0.002], [0.009, -0.002, 0.003], [0.009, -0.007, 0.011], [-0.004, 0.001, 0.012], [0.007, 0.019, -0.006], [0.045, 0.096, 0.037], [-0.004, 0.022, -0.005], [-0.032, -0.045, 0.026], [-0.023, 0.035, 0.019], [-0.012, 0.042, -0.044], [0.057, -0.003, -0.013], [-0.157, -0.015, -0.110], [0.111, 0.068, 0.117], [0.007, 0.010, 0.027], [-0.076, -0.009, -0.054], [0.036, -0.039, -0.011], [0.002, 0.021, 0.026], [0.023, -0.019, -0.007], [-0.026, -0.004, -0.002], [0.030, -0.013, -0.026], [-0.079, -0.015, 0.126], [0.009, -0.015, -0.028], [-0.009, -0.011, 0.047], [-0.010, 0.001, -0.015], [0.033, 0.023, 0.030], [-0.013, -0.007, -0.036], [0.058, -0.003, 0.004], [-0.013, -0.005, 0.025], [0.010, 0.078, 0.007], [-0.002, -0.005, 0.016], [0.003, 0.007, 0.003], [-0.011, 0.005, 0.008], [-0.006, -0.003, -0.012], [0.017, 0.003, -0.019], [-0.014, 0.003, -0.012], [0.003, -0.007, -0.013], [0.005, -0.003, 0.011], [0.011, 0.007, 0.006], [-0.005, 0.001, 0.009], [0.001, 0.010, -0.002], [0.001, -0.002, -0.009], [0.008, 0.008, -0.008], [0.041, -0.009, 0.014]]}